{
  "formula": "C7H29NO7",
  "method": "ωB97M-V with the def2-TZVPD basis set",
  "orbital_gap_ev": 8.674,
  "de_lowest_kcal_mol": 125.5,
  "smiles": "C=CC[C@@H](C)NCC.O.O.O.O.O.O.O",
  "e_tot_ev": -23547.357,
  "multiplicity": 1,
  "species": ["H", "H", "H", "C", "O", "H", "H", "H", "C", "H", "H", "H", "N", "H", "H", "H", "H", "C", "O", "H", "H", "O", "H", "H", "H", "H", "H", "O", "H", "O", "O", "H", "H", "H", "H", "H", "C", "C", "C", "C", "H", "H", "O", "H"],
  "positions_angstrom": [[-2.30692, -1.90449, -1.07078], [2.95017, 1.98946, -0.14315], [0.21827, -2.89019, -0.84262], [2.60017, 0.92989, -0.04688], [-1.69326, 3.05191, 0.06306], [-0.91171, -3.95165, 1.28142], [2.32034, 0.97625, -3.42895], [0.65393, -0.09280, 2.77592], [1.56645, 0.36093, -1.26360], [-0.10075, -0.16355, 1.04887], [-1.25257, -0.89371, -1.55886], [-1.14567, -1.26811, 3.37280], [1.79942, -1.05282, -1.58227], [0.30841, -3.75140, -2.66483], [-1.50346, -1.71303, 1.88778], [-1.45293, 2.12339, 0.02916], [1.93555, -1.58730, -0.73822], [0.79832, 0.05348, 1.68148], [0.58224, 3.99387, 2.00517], [2.41062, 0.95857, 2.24539], [-2.57406, 3.02612, 0.24274], [-1.61369, 1.59230, 3.15739], [-2.67079, 0.32442, 0.39727], [-0.93458, 2.30482, 2.88329], [0.25762, -0.96012, -3.00442], [3.43549, 0.27551, -0.02819], [1.19356, 4.34928, 1.34217], [-2.16052, -0.90126, -1.05142], [-0.99272, -2.58672, -2.40992], [-3.21434, 0.96177, 0.84380], [-1.44778, -1.96795, 2.82168], [-2.16095, 1.53216, 2.33208], [2.69073, 2.06363, -2.39610], [0.59435, 0.39683, -0.76456], [1.77906, -2.19716, -3.32430], [0.93536, 1.99377, -2.87452], [2.00209, 0.65140, 1.29932], [0.99632, -1.71250, -2.54884], [0.10554, -2.80685, -2.07223], [1.87630, 1.35664, -2.43767], [-4.05417, 0.70338, 1.20965], [0.95901, 3.15752, 2.39611], [-0.91745, -3.49999, 0.43556], [-1.86101, -3.22569, 0.50025]],
  "lowdin_charge": [0.0631, 0.1148, 0.1121, -0.1196, -0.0162, 0.0558, 0.0855, 0.0573, -0.3171, 0.0459, 0.0649, 0.0069, -0.0772, 0.0852, 0.0021, 0.0080, 0.1031, -0.0086, -0.0783, 0.0784, -0.0325, -0.1147, -0.0069, 0.0500, 0.1255, 0.0891, 0.0414, -0.1088, 0.0766, -0.0417, -0.0516, -0.0033, 0.0349, 0.0821, 0.1443, 0.1189, -0.1777, -0.3493, -0.1425, -0.0856, 0.0708, 0.0391, -0.0824, 0.0580]
}


{
  "formula": "C7H34O10",
  "method": "ωB97M-V with the def2-TZVPD basis set",
  "orbital_gap_ev": 10.446,
  "de_lowest_kcal_mol": 62.6,
  "smiles": "CCO.CCO.CO.CO.CO.O.O.O.O.O",
  "e_tot_ev": -28284.639,
  "multiplicity": 1,
  "species": ["O", "H", "C", "H", "H", "H", "H", "H", "O", "C", "H", "H", "O", "H", "H", "H", "H", "C", "H", "H", "H", "H", "O", "H", "H", "H", "H", "O", "O", "H", "H", "H", "O", "H", "C", "H", "O", "C", "C", "H", "H", "H", "O", "H", "C", "H", "H", "H", "H", "H", "O"],
  "positions_angstrom": [[27.31460, -34.72042, 9.57564], [30.37078, -38.94133, 11.60032], [24.14798, -32.29043, 11.22699], [30.37681, -37.19729, 11.87681], [29.23304, -38.49750, 13.39918], [26.63226, -35.38604, 9.36865], [22.61112, -31.69209, 12.50009], [24.76226, -36.37895, 12.18982], [26.26838, -32.47307, 8.08593], [23.70241, -31.58440, 12.50654], [26.64237, -33.17039, 8.65590], [24.43420, -35.20703, 7.74758], [24.24609, -32.25198, 13.63995], [27.12060, -35.63685, 11.47898], [28.31544, -37.13264, 10.14882], [29.25037, -35.43896, 14.97110], [25.13998, -37.56569, 7.01855], [27.52604, -34.75703, 10.98137], [25.07672, -38.71889, 8.33932], [24.80764, -33.73503, 7.43699], [25.98872, -34.74248, 13.56476], [23.59345, -31.89825, 10.37354], [29.76232, -33.46149, 8.00158], [29.78583, -37.75961, 9.47422], [29.31884, -32.60899, 7.98036], [24.08987, -33.37593, 11.22138], [27.35014, -34.25976, 15.26535], [27.70906, -34.14870, 14.37875], [25.27324, -36.71121, 8.83264], [24.01540, -30.53989, 12.48606], [25.18998, -32.01781, 11.02510], [23.63256, -37.74864, 7.98584], [28.74503, -38.15348, 12.64304], [28.60304, -34.71794, 11.17890], [29.04897, -37.93137, 10.26085], [24.98913, -36.84661, 9.76907], [25.08375, -35.05429, 13.40439], [28.53903, -35.28564, 14.14771], [29.74284, -38.04522, 11.59212], [28.50635, -38.86399, 10.09721], [25.07014, -37.83401, 11.78214], [23.74396, -32.00669, 14.42230], [24.63972, -37.02800, 11.47107], [24.51206, -34.39084, 13.81467], [24.72295, -37.73573, 8.01081], [29.16254, -35.17181, 13.26544], [27.11188, -33.85242, 11.44133], [27.02427, -32.00161, 7.72400], [29.04880, -34.10729, 8.10578], [27.94138, -36.19755, 14.10680], [24.06444, -34.35556, 7.45350]],
  "lowdin_charge": [-0.1420, 0.1094, -0.0803, 0.1060, 0.0780, 0.0566, 0.1105, 0.0108, -0.0568, -0.2980, 0.0088, -0.0074, -0.0958, 0.0697, 0.0468, 0.0852, 0.0862, -0.1374, 0.0786, -0.0071, 0.0108, 0.0806, -0.0573, 0.0849, 0.0182, 0.0716, 0.0899, -0.1247, -0.1836, 0.1106, 0.0671, 0.0873, -0.1100, 0.0805, -0.0727, 0.0413, -0.0600, -0.1516, -0.2958, 0.0811, 0.0656, 0.0869, -0.0492, 0.0394, -0.1290, 0.0666, 0.0839, 0.0350, 0.0156, 0.0714, -0.0761]
}